Entry 1:
Entry from the OMol25 dataset: C21H22F6N4O4 in the gas phase in a non-equilibrium geometry (the ωB97M-V functional and the def2-TZVPD basis).

Results
* HOMO energy: -0.308 hartree
* M: 508.4 g mol⁻¹
* LUMO level: -0.160 eV
* energy relative to the best compared isomer or geometry (same formula, charge and spin): 8.9 kJ/mol
* structure (SMILES): COCCn1c(-c2ccc(OC(F)(F)[C@@H](F)C(F)(F)F)cc2)nc2c1c(=O)[nH]c(=O)n2CC(C)C

Positions of all 57 atoms, in Å:
C1 -2.50 -5.64 -0.04
O1 -1.41 -4.75 -0.10
C2 -1.76 -3.43 -0.45
C3 -2.42 -2.67 0.72
N1 -2.59 -1.27 0.41
C4 -1.69 -0.27 0.21
C5 -0.24 -0.29 0.35
C6 0.45 0.81 -0.19
C7 1.82 0.90 -0.11
C8 2.53 -0.11 0.53
O2 3.94 0.00 0.64
C9 4.65 -0.53 -0.35
F1 4.28 -0.06 -1.57
F2 4.48 -1.88 -0.45
C10 6.15 -0.23 -0.11
F3 6.86 -0.49 -1.24
C11 6.35 1.24 0.29
F4 6.07 1.41 1.59
F5 5.59 2.09 -0.39
F6 7.62 1.61 0.12
C12 1.88 -1.20 1.07
C13 0.50 -1.29 0.99
N2 -2.29 0.86 -0.17
C14 -3.60 0.58 -0.22
C15 -3.83 -0.74 0.13
C16 -5.14 -1.31 0.15
O3 -5.47 -2.44 0.43
N3 -6.08 -0.35 -0.22
C17 -5.90 0.98 -0.57
O4 -6.84 1.68 -0.87
N4 -4.60 1.44 -0.56
C18 -4.33 2.83 -0.88
C19 -4.62 3.76 0.29
C20 -4.34 5.20 -0.14
C21 -3.78 3.39 1.51
H1 -3.17 -5.41 0.80
H2 -3.07 -5.63 -0.97
H3 -2.07 -6.63 0.11
H4 -2.43 -3.42 -1.31
H5 -0.82 -2.94 -0.72
H6 -3.42 -3.07 0.90
H7 -1.83 -2.80 1.63
H8 -0.13 1.58 -0.68
H9 2.35 1.74 -0.53
H10 6.53 -0.88 0.69
H11 2.44 -1.98 1.56
H12 0.02 -2.14 1.44
H13 -7.04 -0.66 -0.24
H14 -4.96 3.10 -1.73
H15 -3.27 2.88 -1.16
H16 -5.68 3.67 0.54
H17 -4.95 5.47 -1.00
H18 -4.58 5.89 0.67
H19 -3.29 5.32 -0.40
H20 -4.04 2.40 1.88
H21 -2.73 3.40 1.26
H22 -3.96 4.10 2.32

Entry 2:
Entry from the OMol25 dataset: 2 unconnected molecules or ions with the total composition C21H22FNO4 in a non-equilibrium geometry (the ωB97M-V functional and the def2-TZVPD basis).

Results
* HOMO energy: -0.226 hartree
* M: 371.4 g mol⁻¹
* LUMO level: -1.959 eV
* energy relative to the best compared isomer or geometry (same formula, charge and spin): 164.4 kJ/mol

Positions of all 49 atoms, in Å:
C1 -4.36 1.58 2.26
C2 -3.57 0.32 2.47
O1 -2.29 0.77 3.01
C3 -1.34 -0.17 2.88
C4 -0.06 0.35 3.28
F1 -0.07 1.65 3.61
C5 1.21 -0.17 2.85
O2 1.48 -1.33 2.54
O3 2.14 0.82 2.89
C6 3.46 0.43 2.42
C7 4.18 1.72 2.18
O4 -1.59 -1.29 2.42
H1 -5.40 1.35 1.97
H2 -4.34 2.20 3.16
H3 -3.88 2.14 1.45
H4 -4.04 -0.37 3.20
H5 -3.41 -0.20 1.51
H6 3.94 -0.19 3.19
H7 3.37 -0.15 1.48
H8 5.21 1.53 1.89
H9 3.67 2.27 1.38
H10 4.16 2.36 3.07
C8 -0.33 -5.40 8.29
N1 -0.07 -4.50 7.16
C9 -0.99 -4.51 6.13
C10 -2.05 -5.42 6.11
C11 -2.91 -5.48 5.02
C12 -2.70 -4.64 3.91
C13 -1.63 -3.78 3.89
C14 -0.80 -3.61 5.02
C15 0.26 -2.70 5.05
C16 1.31 -2.88 5.96
C17 1.13 -3.81 7.06
C18 2.20 -4.04 7.93
C19 3.44 -3.42 7.74
C20 3.63 -2.57 6.64
C21 2.59 -2.29 5.78
H11 0.32 -5.16 9.13
H12 -1.37 -5.26 8.63
H13 -0.20 -6.45 8.00
H14 -2.21 -6.09 6.96
H15 -3.75 -6.18 5.03
H16 -3.39 -4.67 3.06
H17 -1.38 -3.20 3.00
H18 0.35 -2.00 4.24
H19 2.09 -4.71 8.79
H20 4.24 -3.60 8.46
H21 4.61 -2.12 6.48
H22 2.71 -1.66 4.90

Entry 3:
Entry from the OMol25 dataset: a molecular structure, C21H22I3N3O8P2Re in a non-equilibrium geometry (the ωB97M-V functional and the def2-TZVPD basis).

Results
* 2S+1: 2
* HOMO energy (spin up / spin down): -0.005 / 0.006 hartree
* M: 1073.3 g mol⁻¹
* LUMO level (spin up / spin down): 3.590 / 3.590 eV
* net charge: -2
* ⟨S²⟩: 0.77
* energy relative to the best compared isomer or geometry (same formula, charge and spin): 131.6 kJ/mol

Positions of all 60 atoms, in Å:
Re1 0.23 0.69 0.30
I1 1.89 -6.96 0.37
C1 1.89 -4.85 0.35
C2 2.98 -4.17 -0.17
C3 2.96 -2.80 -0.18
I2 4.63 -1.73 -0.86
C4 1.86 -2.01 0.29
O1 1.87 -0.74 0.20
C5 0.80 -2.77 0.90
C6 -0.29 -2.08 1.66
N1 -0.99 -1.04 0.89
C7 -2.30 -0.70 1.48
C8 -3.12 0.07 0.52
C9 -4.27 -0.44 -0.03
C10 -5.04 0.26 -0.95
C11 -4.55 1.51 -1.36
C12 -3.39 2.00 -0.84
N2 -2.68 1.32 0.13
C13 0.82 -4.15 0.89
H1 3.84 -4.71 -0.54
H2 0.12 -1.60 2.55
H3 -1.01 -2.84 1.99
H4 -1.15 -1.39 -0.06
H5 -2.09 -0.14 2.40
H6 -2.85 -1.61 1.75
H7 -4.59 -1.43 0.29
H8 -5.94 -0.16 -1.37
H9 -5.06 2.07 -2.13
H10 -2.95 2.93 -1.16
H11 -0.01 -4.70 1.33
O2 0.40 -0.84 -3.75
P1 -0.52 0.24 -3.01
O3 -1.77 0.48 -3.73
O4 -0.61 -0.12 -1.53
O5 0.41 1.62 -3.04
P2 1.83 1.62 -2.23
O6 2.49 2.97 -2.85
O7 2.62 0.44 -2.66
O8 1.61 1.96 -0.78
H12 1.33 -0.69 -3.42
H13 2.82 2.76 -3.73
C14 -0.66 4.13 -1.13
C15 -1.18 4.29 0.27
C16 -1.27 5.57 0.80
C17 -1.83 5.80 2.04
C18 -2.32 4.72 2.76
C19 -2.23 3.43 2.28
C20 -2.68 2.28 3.14
C21 -1.63 3.19 1.02
N3 -1.49 1.85 0.55
H14 0.37 4.47 -1.22
H15 -1.27 4.72 -1.83
H16 -0.69 3.10 -1.45
H17 -0.91 6.41 0.21
H18 -1.89 6.80 2.45
H19 -2.76 4.88 3.75
H20 -3.10 2.66 4.07
H21 -1.81 1.66 3.38
H22 -3.42 1.66 2.65
I3 1.12 1.52 2.70

Entry 4:
Entry from the OMol25 dataset: a molecular structure, C21H22IN4O6Y (the ωB97M-V functional and the def2-TZVPD basis).

Results
* HOMO energy: -0.286 hartree
* M: 642.2 g mol⁻¹
* LUMO level: 0.284 eV
* energy relative to the best compared isomer or geometry (same formula, charge and spin): 11.6 kJ/mol

Positions of all 55 atoms, in Å:
Y1 -0.03 -0.07 -0.14
O1 -2.42 0.26 -1.03
C1 -3.05 -1.01 -1.20
C2 -2.20 -1.89 -2.10
N1 -0.85 -2.05 -1.54
C3 -0.72 -3.27 -0.72
C4 0.48 -3.17 0.23
O2 1.01 -4.19 0.62
O3 0.81 -1.96 0.54
C5 0.17 -2.01 -2.59
C6 0.37 -0.58 -3.13
O4 0.96 -0.47 -4.20
O5 -0.06 0.37 -2.39
H1 -2.16 0.60 -1.90
H2 -4.05 -0.88 -1.62
H3 -3.15 -1.43 -0.20
H4 -2.12 -1.42 -3.08
H5 -2.69 -2.87 -2.25
H6 -0.63 -4.17 -1.33
H7 -1.61 -3.37 -0.10
H8 -0.05 -2.68 -3.42
H9 1.13 -2.31 -2.16
I1 -0.64 3.10 0.19
C7 -1.97 2.78 1.80
C8 -2.61 3.88 2.29
C9 -3.53 3.73 3.35
C10 -3.76 2.49 3.87
C11 -3.10 1.34 3.36
C12 -3.37 0.06 3.91
C13 -2.73 -1.04 3.42
C14 -1.78 -0.89 2.38
C15 -1.47 0.32 1.79
C16 -2.16 1.46 2.30
H10 -2.43 4.86 1.86
H11 -4.03 4.60 3.74
H12 -4.47 2.36 4.68
H13 -4.09 -0.02 4.71
H14 -2.92 -2.02 3.84
H15 -1.27 -1.80 2.06
C17 4.31 1.84 1.32
N2 4.23 1.23 0.00
C18 5.30 1.17 -0.83
C19 5.21 0.62 -2.06
C20 3.93 0.11 -2.45
N3 2.90 0.12 -1.61
C21 3.02 0.70 -0.41
O6 2.06 0.80 0.39
N4 3.74 -0.42 -3.65
H16 5.32 2.21 1.48
H17 4.06 1.10 2.08
H18 3.60 2.66 1.40
H19 6.22 1.60 -0.46
H20 6.06 0.59 -2.73
H21 4.48 -0.37 -4.33
H22 2.78 -0.59 -3.97

Entry 5:
Entry from the OMol25 dataset: C21H22INO2S in the gas phase in a non-equilibrium geometry (the ωB97M-V functional and the def2-TZVPD basis).

Results
* HOMO energy: -0.307 hartree
* M: 479.4 g mol⁻¹
* LUMO level: -0.067 eV
* structure (SMILES): C=CC(=O)OCCCCCCc1cccc2c1Sc1cccc(I)c1N2

Positions of all 48 atoms, in Å:
C1 6.92 -1.79 1.14
C2 7.05 -1.16 -0.08
C3 5.98 -1.47 -1.18
O1 6.25 -1.90 -2.27
O2 4.63 -1.25 -0.85
C4 4.49 0.18 -0.59
C5 2.98 0.53 -0.84
C6 2.70 1.95 -0.19
C7 1.15 2.24 -0.27
C8 0.33 1.66 0.96
C9 -1.04 2.49 1.02
C10 -2.26 1.65 1.49
C11 -2.58 1.48 2.93
C12 -3.74 0.70 3.38
C13 -4.66 0.06 2.43
C14 -4.34 0.20 1.01
C15 -3.16 0.98 0.55
S1 -2.93 1.02 -1.27
C16 -3.39 -0.71 -1.70
C17 -2.69 -1.50 -2.71
C18 -3.15 -2.89 -2.91
C19 -4.27 -3.45 -2.13
C20 -4.99 -2.64 -1.13
I1 -6.61 -3.39 0.07
C21 -4.53 -1.25 -0.93
N1 -5.23 -0.44 0.05
H1 7.04 -1.24 2.10
H2 6.72 -2.90 1.11
H3 7.88 -0.45 -0.32
H4 4.72 0.45 0.48
H5 5.13 0.77 -1.30
H6 2.77 0.63 -1.94
H7 2.27 -0.20 -0.35
H8 3.14 2.09 0.83
H9 3.20 2.73 -0.85
H10 0.91 3.35 -0.30
H11 0.68 1.78 -1.19
H12 0.15 0.55 0.87
H13 0.88 1.84 1.93
H14 -1.25 2.85 -0.03
H15 -0.94 3.35 1.74
H16 -1.94 1.92 3.74
H17 -3.97 0.56 4.47
H18 -5.57 -0.52 2.70
H19 -1.81 -1.09 -3.27
H20 -2.64 -3.55 -3.65
H21 -4.61 -4.51 -2.26
H22 -5.68 0.34 -0.46